[1]
Entry from the OMol25 dataset: a 3-piece molecular cluster, C2H13N2O2 overall at a distorted geometry (the ωB97M-V functional and the def2-TZVPD basis).

Structure (ORCA input):
```
! RIJCOSX wB97M-V def2-TZVPD def2/J DEFGRID3
* xyz 0 2
O 0.81 2.64 0.64
O 2.47 -0.04 1.65
N -0.04 -0.21 0.46
N -2.30 -1.03 -0.57
C -1.24 -0.94 -1.58
C -0.07 -0.06 -1.00
H -0.07 2.65 1.11
H 0.43 0.48 1.05
H 1.51 2.99 1.26
H -0.23 0.94 -1.05
H 3.28 0.05 1.12
H -0.75 -2.04 -1.65
H 0.93 -0.25 -1.27
H -1.35 -0.47 -2.56
H -2.68 -2.03 -0.58
H 0.54 -1.00 0.60
H -3.11 -0.49 -0.84
H 2.94 -0.65 2.35
H -1.07 -0.55 0.85
*
```

Calculated values
**Relative energy (zero: lowest compared OMol25 entry of this formula, charge and spin)**: 36.7 kcal/mol
**⟨S²⟩**: 0.751
**Max |F|**: 0.0762 Eh/bohr
**Total energy**: -9355.63063 eV
**Kohn-Sham gap (spin up / spin down)**: 3.4 / 11.4 eV
**HOMO energy (spin up / spin down)**: -2.617 / -10.814 eV
**M**: 97.1 g mol⁻¹


[2]
Entry from the OMol25 dataset: a 3-piece molecular cluster, C2H13N2O2 overall at a distorted geometry (the ωB97M-V functional and the def2-TZVPD basis).

Structure (ORCA input):
```
! RIJCOSX wB97M-V def2-TZVPD def2/J DEFGRID3
* xyz 1 1
O 1.04 1.23 2.53
O 0.49 -2.72 0.23
N 0.72 0.03 -0.01
N -1.86 0.95 -0.45
C 0.38 0.54 -1.40
C -1.13 0.41 -1.60
H -2.86 0.81 -0.54
H 1.86 0.97 2.90
H 0.87 -0.09 -2.12
H -0.06 -3.15 0.89
H -1.41 0.96 -2.51
H 0.61 -0.98 -0.21
H -1.65 0.49 0.43
H 1.69 0.12 0.31
H -1.52 -0.61 -1.77
H 0.95 -3.49 -0.11
H 0.73 1.57 -1.50
H 0.19 0.70 0.55
H 0.64 1.94 3.02
*
```

Calculated values
**Relative energy (zero: lowest compared OMol25 entry of this formula, charge and spin)**: 25.3 kcal/mol
**Max |F|**: 0.0513 Eh/bohr
**Total energy**: -9353.53661 eV
**Kohn-Sham gap**: 10.3 eV
**HOMO energy**: -13.350 eV
**M**: 97.1 g mol⁻¹


[3]
Entry from the OMol25 dataset: a 3-piece molecular cluster, C2H13N2O2 overall at a distorted geometry (the ωB97M-V functional and the def2-TZVPD basis).

Structure (ORCA input):
```
! RIJCOSX wB97M-V def2-TZVPD def2/J DEFGRID3
* xyz 1 1
O 1.95 -2.13 1.85
O -0.89 -1.89 -1.20
N -0.75 1.85 -1.66
N -0.33 -0.33 0.89
C -0.28 1.92 -0.22
C 0.55 0.71 0.18
H 1.04 0.30 -0.71
H -0.06 2.23 -2.30
H -0.89 -0.82 0.07
H 1.26 0.96 0.94
H -1.57 2.44 -1.73
H 0.16 -0.95 1.53
H 1.73 -2.93 1.36
H 2.18 -2.29 2.77
H 0.28 2.83 -0.16
H -1.46 -1.39 -1.80
H -0.72 -2.66 -1.75
H -1.05 0.10 1.52
H -1.15 2.04 0.43
*
```

Calculated values
**Relative energy (zero: lowest compared OMol25 entry of this formula, charge and spin)**: 19.6 kcal/mol
**Max |F|**: 0.0530 Eh/bohr
**Total energy**: -9353.78576 eV
**Kohn-Sham gap**: 10.5 eV
**HOMO energy**: -13.448 eV
**M**: 97.1 g mol⁻¹


[4]
Entry from the OMol25 dataset: C2H13N2Zr as an isolated structure at a distorted geometry (the ωB97M-V functional and the def2-TZVPD basis).

Structure (ORCA input):
```
! RIJCOSX wB97M-V def2-TZVPD def2/J DEFGRID3
* xyz 1 1
Zr 0.65 -0.61 0.23
N 0.29 1.58 -0.55
N -0.33 -0.92 -2.17
C 1.31 0.25 2.06
C -1.54 -0.68 0.90
H 2.23 -1.17 -0.45
H -1.88 0.26 1.34
H -1.35 -0.98 -2.19
H 0.17 0.53 2.07
H -0.03 -1.76 -2.68
H 0.85 1.81 -1.38
H 0.55 2.26 0.17
H 2.16 0.95 1.89
H -1.65 -1.44 1.68
H 1.57 -0.73 2.56
H -2.22 -0.95 0.08
H -0.69 1.75 -0.77
H -0.10 -0.15 -2.80
*
```

Calculated values
**Relative energy (zero: lowest compared OMol25 entry of this formula, charge and spin)**: 21.2 kcal/mol
**Max |F|**: 0.0436 Eh/bohr
**Total energy**: -6536.45680 eV
**Kohn-Sham gap**: 8.5 eV
**HOMO energy**: -12.644 eV
**M**: 156.4 g mol⁻¹


[5]
Entry from the OMol25 dataset: a 3-piece molecular cluster, C2H13N6 overall at a distorted geometry (the ωB97M-V functional and the def2-TZVPD basis).

Structure (ORCA input):
```
! RIJCOSX wB97M-V def2-TZVPD def2/J DEFGRID3
* xyz 1 1
N 2.43 -0.13 -1.34
N -1.23 1.04 -0.55
N -3.78 -0.50 -0.36
N 2.72 1.20 0.54
N -0.75 -0.46 0.99
N 2.20 -1.04 0.78
C -0.31 0.37 0.07
C 2.46 -0.02 -0.03
H 2.43 -0.94 -1.92
H -3.65 -1.47 -0.27
H 2.56 0.82 -1.87
H -4.02 -0.37 -1.36
H -2.21 0.97 -0.38
H 2.08 -0.91 1.74
H -0.27 -0.68 1.88
H -1.85 -0.58 1.12
H 3.11 1.04 1.52
H -4.64 -0.04 0.17
H -1.00 1.64 -1.32
H 2.07 1.95 0.18
H 1.66 -1.90 0.40
*
```

Calculated values
**Relative energy (zero: lowest compared OMol25 entry of this formula, charge and spin)**: 46.8 kcal/mol
**Max |F|**: 0.0987 Eh/bohr
**Total energy**: -11218.20023 eV
**Kohn-Sham gap**: 8.5 eV
**HOMO energy**: -11.314 eV
**M**: 121.2 g mol⁻¹


[6]
Entry from the OMol25 dataset: a 4-piece molecular cluster, C2H13NO3 overall at a distorted geometry (the ωB97M-V functional and the def2-TZVPD basis).

Structure (ORCA input):
```
! RIJCOSX wB97M-V def2-TZVPD def2/J DEFGRID3
* xyz 0 1
O -2.82 -0.01 -2.21
O -0.16 -0.28 -2.98
O 2.84 -2.25 1.51
N -0.86 0.46 -0.03
C 0.44 0.69 0.65
C 0.20 0.61 2.18
H -1.40 -0.18 0.53
H 0.89 1.63 0.36
H -0.64 -0.07 2.34
H -0.27 1.54 2.51
H -1.44 1.30 -0.09
H -3.20 0.73 -1.73
H 1.03 0.22 2.75
H 2.68 -2.99 0.92
H 0.67 0.13 -3.29
H 1.15 -0.04 0.26
H 2.83 -1.48 0.94
H -1.95 0.21 -2.58
H 0.01 -0.21 -2.02
*
```

Calculated values
**Relative energy (zero: lowest compared OMol25 entry of this formula, charge and spin)**: 27.2 kcal/mol
**Max |F|**: 0.0299 Eh/bohr
**Total energy**: -9917.03347 eV
**Kohn-Sham gap**: 10.1 eV
**HOMO energy**: -9.664 eV
**M**: 99.1 g mol⁻¹


[7]
Entry from the OMol25 dataset: a 4-piece molecular cluster, C2H13NO3 overall at a distorted geometry (the ωB97M-V functional and the def2-TZVPD basis).

Structure (ORCA input):
```
! RIJCOSX wB97M-V def2-TZVPD def2/J DEFGRID3
* xyz 0 1
O -1.57 -0.79 4.59
O 1.32 -0.37 1.25
O 4.05 1.19 -0.27
N -1.78 -0.03 -2.69
C -0.43 0.49 -2.62
C -2.35 -0.50 -1.42
H -3.01 0.26 -0.99
H 4.74 1.73 0.14
H -1.55 -0.71 -0.70
H -1.08 -1.11 5.36
H -2.96 -1.37 -1.57
H 0.31 -0.32 -2.56
H -2.05 -0.02 4.91
H -0.22 1.09 -3.51
H 2.10 -0.80 1.60
H 3.22 1.41 0.17
H 1.18 -0.52 0.31
H -1.89 -0.71 -3.43
H -0.32 1.12 -1.74
*
```

Calculated values
**Relative energy (zero: lowest compared OMol25 entry of this formula, charge and spin)**: 35.8 kcal/mol
**Max |F|**: 0.0235 Eh/bohr
**Total energy**: -9916.65830 eV
**Kohn-Sham gap**: 9.2 eV
**HOMO energy**: -8.433 eV
**M**: 99.1 g mol⁻¹


[8]
Entry from the OMol25 dataset: a 4-piece molecular cluster, C2H13NO3 overall at a distorted geometry (the ωB97M-V functional and the def2-TZVPD basis).

Structure (ORCA input):
```
! RIJCOSX wB97M-V def2-TZVPD def2/J DEFGRID3
* xyz 0 1
O -3.09 0.88 1.54
O -1.12 2.99 1.26
O -1.41 0.85 -0.93
N 0.21 -1.12 0.27
C 1.19 -1.39 -0.83
C 2.65 -0.93 -0.72
H 2.68 -0.17 0.07
H 1.39 -2.46 -0.75
H -1.44 0.81 -1.90
H 0.73 -1.11 -1.78
H 0.59 -0.26 0.68
H -2.74 0.00 1.71
H 3.33 -1.73 -0.41
H 3.09 -0.53 -1.63
H -1.43 2.48 0.50
H -2.78 1.01 0.63
H -0.82 0.17 -0.59
H 0.35 -1.83 0.97
H -1.41 2.33 1.91
*
```

Calculated values
**Relative energy (zero: lowest compared OMol25 entry of this formula, charge and spin)**: 25.6 kcal/mol
**Max |F|**: 0.0423 Eh/bohr
**Total energy**: -9917.10209 eV
**Kohn-Sham gap**: 11.1 eV
**HOMO energy**: -10.626 eV
**M**: 99.1 g mol⁻¹


[9]
Entry from the OMol25 dataset: a 4-piece molecular cluster, C2H13NO3S2 overall at a distorted geometry (the ωB97M-V functional and the def2-TZVPD basis).

Structure (ORCA input):
```
! RIJCOSX wB97M-V def2-TZVPD def2/J DEFGRID3
* xyz 0 1
S 0.47 2.60 3.11
S -0.02 2.85 1.33
O 0.40 -0.09 -2.83
O 2.29 -1.35 -0.79
O 3.08 -3.74 -0.18
N -3.23 0.29 0.18
C -2.13 0.64 1.26
C -1.16 1.76 0.49
H -0.61 1.46 -0.38
H -1.84 2.65 0.10
H -2.42 1.18 2.12
H -3.20 -0.58 -0.30
H 0.92 -0.80 -3.33
H -3.35 1.06 -0.53
H 2.42 -0.62 -0.10
H 2.38 -3.12 -0.13
H 1.36 1.53 3.45
H 2.58 -4.48 -0.56
H 0.21 0.71 -3.41
H 3.28 -1.72 -0.95
H -1.42 -0.24 1.46
*
```

Calculated values
**Relative energy (zero: lowest compared OMol25 entry of this formula, charge and spin)**: 68.8 kcal/mol
**Max |F|**: 0.1089 Eh/bohr
**Total energy**: -31585.18271 eV
**Kohn-Sham gap**: 8.7 eV
**HOMO energy**: -8.343 eV
**M**: 163.3 g mol⁻¹


[10]
Entry from the OMol25 dataset: a 5-piece molecular cluster, C2H13NO4 overall at a distorted geometry (the ωB97M-V functional and the def2-TZVPD basis).

Structure (ORCA input):
```
! RIJCOSX wB97M-V def2-TZVPD def2/J DEFGRID3
* xyz 0 1
O 3.22 -0.41 -1.25
O -2.11 0.55 -1.04
O -1.63 -1.89 0.14
O 0.49 -2.53 -1.69
N -0.39 1.75 1.08
C -0.38 2.58 2.03
C 0.59 0.69 1.07
H 3.47 -1.34 -1.31
H -1.53 0.64 -0.27
H 1.46 0.84 1.72
H 0.10 -2.32 -0.82
H -2.01 -2.78 0.17
H 1.01 0.53 0.08
H 2.91 -0.20 -2.13
H -2.30 1.46 -1.28
H -2.16 -1.31 -0.43
H 0.09 -0.24 1.32
H -1.20 3.28 2.12
H 0.46 2.65 2.73
H -0.08 -1.98 -2.25
*
```

Calculated values
**Relative energy (zero: lowest compared OMol25 entry of this formula, charge and spin)**: 26.2 kcal/mol
**Max |F|**: 0.0201 Eh/bohr
**Total energy**: -11964.32958 eV
**Kohn-Sham gap**: 10.9 eV
**HOMO energy**: -10.095 eV
**M**: 115.1 g mol⁻¹


[11]
Entry from the OMol25 dataset: a 4-piece molecular cluster, C2H13NO4 overall (the ωB97M-V functional and the def2-TZVPD basis).

Structure (ORCA input):
```
! RIJCOSX wB97M-V def2-TZVPD def2/J DEFGRID3
* xyz 0 1
O 2.26 -1.19 1.95
O -1.76 1.94 -0.09
O -0.51 0.49 2.16
O 1.41 -3.42 0.22
N -1.09 0.86 -2.14
C -0.22 -0.10 -1.51
C -1.30 2.08 -1.43
H -0.35 2.62 -1.43
H 1.89 -2.61 0.42
H -1.98 0.44 -2.41
H -1.38 0.09 2.26
H -2.05 2.66 -1.96
H -0.56 -0.43 -0.52
H 0.75 0.36 -1.31
H 2.82 -0.47 2.24
H -0.27 0.74 3.06
H -0.13 -0.98 -2.13
H -0.95 1.92 0.45
H 2.06 -4.11 0.38
H 1.36 -0.90 1.79
*
```

Calculated values
**Relative energy (zero: lowest compared OMol25 entry of this formula, charge and spin)**: 18.6 kcal/mol
**Max |F|**: 0.0153 Eh/bohr
**Total energy**: -11964.66025 eV
**Kohn-Sham gap**: 9.2 eV
**HOMO energy**: -8.889 eV
**M**: 115.1 g mol⁻¹


[12]
Entry from the OMol25 dataset: a 4-piece molecular cluster, C2H13NO4 overall at a distorted geometry (the ωB97M-V functional and the def2-TZVPD basis).

Structure (ORCA input):
```
! RIJCOSX wB97M-V def2-TZVPD def2/J DEFGRID3
* xyz 0 1
O -0.35 -2.69 1.81
O 3.80 0.23 2.30
O 0.61 -2.25 -1.08
O -4.01 4.54 -0.21
N 0.22 0.23 -1.41
C 0.40 -1.02 -1.96
C -0.72 0.49 -0.31
H 3.14 -0.43 2.40
H -0.43 -1.16 -2.54
H 1.31 -0.91 -2.57
H 0.96 0.95 -1.31
H 4.46 0.25 3.01
H -1.45 -0.27 -0.08
H -4.73 5.09 0.27
H -1.10 1.52 -0.36
H -0.07 -2.39 0.95
H 1.33 -1.88 -0.73
H -0.13 0.41 0.55
H -3.48 5.22 -0.57
H 0.21 -3.52 1.87
*
```

Calculated values
**Relative energy (zero: lowest compared OMol25 entry of this formula, charge and spin)**: 58.0 kcal/mol
**Max |F|**: 0.1242 Eh/bohr
**Total energy**: -11962.95131 eV
**Kohn-Sham gap**: 9.5 eV
**HOMO energy**: -9.003 eV
**M**: 115.1 g mol⁻¹